1.
DFT (wB97M-V/def2-TZVPD) results for a 2-piece molecular cluster, C8H16N3 overall in a non-equilibrium geometry.

Values from the calculation:
Gap between HOMO and LUMO (eV): 9.641
HOMO level (eV): -12.22
ΔE to the lowest compared entry with this formula, charge and spin (kcal per mole): 106.3

```
! wB97M-V def2-TZVPD RIJCOSX def2/J DEFGRID3
* xyz 1 1
C 2.8467 -1.4506 -0.2949
C -0.6233 0.1449 1.3376
C -0.8763 1.3938 -0.6746
C 0.1263 -1.1152 -0.5283
C -1.6201 0.3581 0.2896
C 0.6783 0.0516 0.4342
C 1.3570 2.3694 -0.1482
C -2.0369 -2.2535 0.0307
N 3.7696 -0.7395 -0.3042
N 0.5806 1.1461 -0.5208
N -1.3174 -1.0228 -0.4727
H 1.3435 -0.2134 1.0402
H -0.5971 1.1399 1.9099
H -0.9075 -0.5654 2.1405
H -1.0300 1.4902 -1.7496
H -0.9822 2.4284 -0.2716
H 0.3495 -0.7898 -1.5674
H 0.5338 -2.0694 -0.1265
H -2.6934 0.7870 0.2860
H 2.4621 2.1899 0.0277
H 1.1282 3.1715 -0.8563
H 1.0053 2.6279 0.8343
H -2.7521 -2.7210 -0.6313
H -1.2217 -3.0343 0.2131
H -2.4944 -2.0403 0.9852
H 4.5930 -0.2484 0.0170
H -1.6214 -1.0350 -1.3994
*
```

=====

2.
DFT (wB97M-V/def2-TZVPD) results for a 7-piece molecular cluster, C31H56IN3O6 overall in a non-equilibrium geometry.

Values from the calculation:
Gap between HOMO and LUMO (eV): 9.234
HOMO level (eV): -9.23

```
! wB97M-V def2-TZVPD RIJCOSX def2/J DEFGRID3
* xyz 0 1
H -0.2847 -4.7178 1.2033
N -0.3799 -4.9275 0.2093
C 0.0384 -3.9611 -0.5018
C -0.0132 -4.0990 -1.9953
C 0.6493 -2.7220 0.1242
C 0.1563 -1.3218 -0.3587
C -1.1714 -1.3352 -0.9741
N -2.1279 -1.3673 -1.6076
C 0.2077 -0.3401 0.8795
I -1.6983 0.3651 1.5840
C 1.0231 0.8252 0.5608
N 1.6591 1.7609 0.3665
H -0.9073 -3.6119 -2.3803
H -0.0917 -5.1518 -2.2567
H 0.8672 -3.6795 -2.4859
H 1.7192 -2.7544 -0.0969
H 0.5749 -2.7740 1.2078
H 0.8715 -0.9256 -1.0771
H 0.6739 -0.8260 1.7315
C 5.1594 -4.6249 2.6080
C 5.0293 -4.9235 1.1165
C 3.5347 -4.7383 0.8896
O 3.1094 -3.7423 1.8243
C 4.1495 -3.5042 2.7870
H 6.1615 -4.3310 2.9138
H 4.8642 -5.5004 3.1917
H 5.5919 -4.1861 0.5390
H 5.3771 -5.9160 0.8332
H 2.9808 -5.6628 1.0838
H 3.3009 -4.4054 -0.1242
H 4.5975 -2.5325 2.5806
H 3.7126 -3.4815 3.7865
C -1.9204 0.7673 -4.3247
C -2.0405 0.9588 -5.8343
C -0.5786 1.0495 -6.2516
O 0.1524 0.2369 -5.3312
C -0.6857 -0.1158 -4.2283
H -2.7951 0.3134 -3.8634
H -1.7365 1.7282 -3.8379
H -2.5089 0.0818 -6.2869
H -2.6155 1.8381 -6.1214
H -0.2091 2.0784 -6.1812
H -0.4002 0.6874 -7.2649
H -0.9496 -1.1756 -4.3114
H -0.1324 0.0316 -3.2995
C 5.1742 3.6295 1.4730
C 6.6917 3.4742 1.4086
C 6.9522 2.5128 2.5604
O 5.7960 1.6807 2.6595
C 4.7372 2.2247 1.8585
H 4.7257 3.9652 0.5399
H 4.9026 4.3394 2.2576
H 6.9813 3.0152 0.4606
H 7.2350 4.4124 1.5125
H 7.0795 3.0521 3.5059
H 7.8311 1.8849 2.4008
H 4.6082 1.5938 0.9741
H 3.8098 2.2083 2.4296
C 8.2060 -0.3931 4.6090
C 8.8491 -0.6629 3.2513
C 7.9855 -1.7994 2.7217
O 6.6797 -1.5995 3.2651
C 6.7310 -0.6062 4.2984
H 8.4115 0.6012 5.0024
H 8.5521 -1.1279 5.3398
H 8.7513 0.2152 2.6090
H 9.9040 -0.9275 3.3085
H 8.3621 -2.7728 3.0578
H 7.9200 -1.8117 1.6326
H 6.2634 0.3091 3.9234
H 6.1606 -0.9598 5.1584
C -6.6633 2.8218 0.0215
C -5.9845 1.6993 -0.7609
C -4.6175 1.6505 -0.0969
O -4.8078 2.0400 1.2654
C -6.1202 2.5911 1.4257
H -7.7518 2.7910 -0.0200
H -6.3336 3.7932 -0.3551
H -6.5168 0.7587 -0.6016
H -5.9256 1.8792 -1.8334
H -3.9236 2.3552 -0.5689
H -4.1708 0.6570 -0.1261
H -6.7362 1.8711 1.9745
H -6.0523 3.5069 2.0138
C -12.1194 3.3944 -2.1301
C -11.4489 2.2648 -2.9075
C -10.0814 2.2031 -2.2414
O -10.2787 2.5972 -0.8814
C -11.5833 3.1603 -0.7246
H -13.2071 3.3732 -2.1743
H -11.7810 4.3619 -2.5076
H -11.9888 1.3286 -2.7494
H -11.3871 2.4451 -3.9795
H -9.3795 2.9018 -2.7103
H -9.6410 1.2055 -2.2624
H -12.2080 2.4478 -0.1754
H -11.5074 4.0766 -0.1383
*
```

=====

3.
DFT (wB97M-V/def2-TZVPD) results for C47H50Cl3N2O3SiZr as an isolated structure.

Values from the calculation:
Gap between HOMO and LUMO (eV): 7.487
HOMO level (eV): -10.45
ΔE to the lowest compared entry with this formula, charge and spin (kcal per mole): 0.0

```
! wB97M-V def2-TZVPD RIJCOSX def2/J DEFGRID3
* xyz 1 1
Zr -1.2017 -0.0684 0.0783
C 2.0890 -3.9998 1.1222
C 2.2439 -2.4961 1.0516
C 2.0301 -1.7582 2.2246
C 1.4753 -2.4430 3.4514
C 2.4216 -0.4167 2.3020
C 2.4485 0.2489 3.6517
C 2.9012 0.2282 1.1577
C 3.3273 1.6757 1.1836
C 3.0520 -0.4892 -0.0366
C 3.6627 0.2360 -1.2155
C 2.7502 -1.8574 -0.0931
C 3.0789 -2.6598 -1.3332
H 1.0551 -4.3107 1.2701
H 2.6622 -4.3868 1.9666
H 2.4536 -4.5047 0.2353
H 1.0448 -3.4124 3.2221
H 0.6900 -1.8445 3.9156
H 2.2492 -2.5913 4.2093
H 3.4086 0.0460 4.1367
H 1.6753 -0.1283 4.3130
H 2.3264 1.3242 3.6087
H 2.8809 2.2396 0.3604
H 4.4111 1.7718 1.0733
H 3.0496 2.1773 2.1046
H 4.6029 0.7150 -0.9373
H 3.0232 1.0527 -1.5762
H 3.8951 -0.4233 -2.0483
H 4.1324 -2.9534 -1.3400
H 2.9004 -2.1068 -2.2531
H 2.4838 -3.5620 -1.4073
O -0.1914 1.2340 1.0837
C -0.1628 2.5994 0.7492
C 0.2322 2.7765 -0.7080
C -0.9866 2.6451 -1.5907
C -1.2580 3.5447 -2.6066
C -2.4660 3.4609 -3.2779
C -3.3971 2.5143 -2.8855
C -3.0765 1.6239 -1.8732
C -4.0569 0.5868 -1.3882
C -4.2496 0.5653 0.1484
O -2.9774 0.2513 0.6962
C -4.6933 1.9082 0.7223
C -5.3826 2.8528 -0.0281
C -5.8015 4.0464 0.5482
C -5.5336 4.3072 1.8820
C -4.8585 3.3606 2.6430
C -4.4492 2.1690 2.0682
C -5.2567 -0.5133 0.5342
C -6.5288 -0.5072 -0.0298
C -7.4541 -1.4794 0.3143
C -7.1215 -2.4619 1.2372
C -5.8641 -2.4576 1.8180
C -4.9361 -1.4861 1.4698
N -1.8642 1.6695 -1.2897
C 0.4710 3.1626 3.2461
C 1.4732 3.7656 4.0050
C 1.6817 3.4158 5.3324
C 0.8823 2.4626 5.9401
C -0.1249 1.8602 5.2014
C -0.3244 2.2020 3.8740
C 0.2041 3.6085 1.8305
C 0.8797 4.8449 1.3691
C 0.2793 5.7594 0.5988
C -1.1269 5.6560 0.2288
C -1.8541 4.5976 0.5993
C -1.2496 3.4635 1.3152
H 0.6902 3.7465 -0.8870
H 0.9787 2.0113 -0.9485
H -0.5419 4.3228 -2.8317
H -2.6986 4.1566 -4.0733
H -4.3718 2.4636 -3.3511
H -5.0080 0.7316 -1.8969
H -3.7235 -0.4203 -1.6645
H -5.6146 2.6707 -1.0697
H -6.3400 4.7704 -0.0495
H -5.8567 5.2371 2.3306
H -4.6565 3.5493 3.6895
H -3.9360 1.4270 2.6678
H -6.8171 0.2684 -0.7302
H -8.4383 -1.4660 -0.1350
H -7.8427 -3.2226 1.5045
H -5.5954 -3.2172 2.5404
H -3.9552 -1.4990 1.9248
H 2.1007 4.5359 3.5814
H 2.4671 3.9055 5.8932
H 1.0367 2.1971 6.9774
H -0.7631 1.1157 5.6607
H -1.1166 1.7059 3.3315
H 1.9007 5.0142 1.6821
H 0.8305 6.6411 0.2966
H -1.5923 6.4891 -0.2824
H -2.9272 4.5695 0.4429
H -1.9226 2.9256 1.9689
C -1.1784 -1.3211 -3.8704
C -0.1006 -0.7880 -2.9942
N 1.1044 -0.5641 -3.4761
O -0.3324 -0.5377 -1.7847
H -0.8425 -1.4956 -4.8894
H -2.0049 -0.6081 -3.8734
H -1.5428 -2.2519 -3.4323
H 1.3324 -0.7944 -4.4287
H 1.8404 -0.2511 -2.8556
Cl -1.8608 -4.0843 1.5839
Si -1.5726 -2.8575 -0.0569
Cl -3.3460 -3.0156 -1.1855
Cl -0.2585 -3.9009 -1.3128
*
```

=====

4.
DFT (wB97M-V/def2-TZVPD) results for C39H36ClMgN3Si2 as an isolated structure in a non-equilibrium geometry.

Values from the calculation:
Gap between HOMO and LUMO (eV): 3.681
HOMO level (eV): -3.73
ΔE to the lowest compared entry with this formula, charge and spin (kcal per mole): 0.0

```
! wB97M-V def2-TZVPD RIJCOSX def2/J DEFGRID3
* xyz 0 1
C -1.0583 3.9779 3.2310
C 0.0231 3.6560 2.3670
C -0.5106 3.4202 1.0621
H 1.0779 3.7287 2.6101
C -1.9206 3.5778 1.1450
C -2.2523 3.9398 2.4778
H -3.2363 4.2079 2.8379
H -0.9701 4.2852 4.2726
H 0.0600 3.2752 0.1503
H -2.6037 3.5443 0.2970
Mg -1.0827 1.6301 2.3619
Si -0.0738 -0.5407 -0.1400
C 1.8055 -0.4341 0.0393
C 2.7101 -1.5316 0.1217
H 2.3269 -2.5574 0.0992
C 4.1004 -1.3367 0.1969
H 4.8031 -2.1874 0.0926
C 4.6052 -0.0361 0.3546
H 5.6853 0.1194 0.3916
C 3.7326 1.0612 0.4533
H 4.1383 2.0735 0.6196
C 2.3473 0.8603 0.2931
H 1.6532 1.7101 0.3828
C -0.8200 0.5600 -1.4745
C -0.0210 1.1977 -2.4490
H 1.0479 0.9698 -2.4850
C -0.5983 2.0211 -3.4235
H 0.0409 2.5061 -4.1696
C -1.9875 2.1416 -3.5022
H -2.4353 2.6962 -4.3182
C -2.8036 1.4796 -2.5811
H -3.8906 1.5343 -2.6799
C -2.2280 0.6847 -1.5844
H -2.8373 0.0584 -0.9289
H -1.0346 -1.2764 0.8757
Si 0.5868 -3.6373 -2.6332
C -0.2468 -3.0256 -4.1455
C 0.5128 -2.8675 -5.3098
H 1.5673 -3.1184 -5.2854
C -0.0304 -2.2921 -6.4536
H 0.5954 -2.1247 -7.3268
C -1.3517 -1.8564 -6.4437
H -1.7562 -1.3355 -7.3056
C -2.1301 -2.0336 -5.3010
H -3.1540 -1.6655 -5.2779
C -1.5824 -2.6069 -4.1548
H -2.1728 -2.6571 -3.2440
C 2.4141 -3.4087 -2.8260
C 3.1142 -2.1999 -2.8894
H 2.5921 -1.2647 -2.7058
C 4.4977 -2.1852 -3.1107
H 5.0328 -1.2353 -3.1111
C 5.2009 -3.3710 -3.2873
H 6.2820 -3.3562 -3.4259
C 4.5134 -4.5884 -3.2272
H 5.0572 -5.5222 -3.3551
C 3.1455 -4.6078 -2.9579
H 2.6118 -5.5501 -2.8180
H 0.2916 -5.0685 -2.3760
Cl -0.4435 -2.8204 -1.0154
N -2.2688 1.3660 5.5033
C -0.8772 1.1901 5.4254
C -0.1679 1.0208 6.6317
C 1.2209 0.9372 6.5895
C 1.8684 1.0625 5.3489
C 1.1090 1.2086 4.1916
N -0.2563 1.2426 4.2347
C -3.2595 1.1648 4.5303
C -4.5869 0.9634 4.9556
C -5.5864 0.7956 3.9991
C -5.2459 0.9251 2.6443
C -3.9215 1.1609 2.3017
N -2.9262 1.2103 3.2300
H -2.6223 1.3682 6.4528
H -0.7372 0.9506 7.5637
H 1.8007 0.7526 7.4961
H 2.9558 1.0441 5.2581
H 1.5835 1.3408 3.2096
H -4.7863 0.9212 6.0291
H -6.6121 0.5546 4.2874
H -5.9853 0.8313 1.8475
H -3.6388 1.3712 1.2599
*
```